1.
DFT (ωB97M-V/def2-TZVPD) results for C17H45I2N3OSSi2TeZr as an isolated structure in a non-equilibrium geometry.

The geometry in ORCA input format:
```
! wB97M-V def2-TZVPD RIJCOSX def2/J DEFGRID3
* xyz 4 1
Zr 1.9223 -0.1694 -0.6922
C 4.3697 0.6398 1.0732
C 3.1779 0.7981 2.0362
N 2.0009 -0.0251 1.6159
C 1.9552 -1.3586 2.3214
C 1.4335 -2.4589 1.4143
N 1.9916 -2.3475 0.0300
C 3.4150 -2.8085 -0.1136
C 4.4236 -1.7944 0.4117
N 4.1019 -0.3773 -0.0072
H 4.5903 1.5779 0.5645
H 5.2706 0.3430 1.6137
H 3.4621 0.5204 3.0517
H 2.8587 1.8399 2.0724
H 1.1570 0.4791 1.8918
H 2.9565 -1.5739 2.6827
H 1.3240 -1.2729 3.2081
H 1.6786 -3.4386 1.8352
H 0.3484 -2.4065 1.3094
H 1.4212 -2.9716 -0.5478
H 3.5489 -3.7529 0.4224
H 3.5753 -3.0094 -1.1760
H 4.4880 -1.8057 1.4961
H 5.4163 -2.0588 0.0425
H 4.7535 -0.1400 -0.7526
I 0.0858 -0.2435 -2.9723
C 1.5754 -0.3504 -4.4850
I 3.3945 -0.5644 -3.4122
H 1.6207 0.5665 -5.0632
H 1.4332 -1.2387 -5.0929
C -1.0282 -3.7569 -1.0588
Si -2.6956 -3.0350 -0.5509
C -3.5379 -2.2165 -1.9976
C -3.7724 -4.2767 0.3108
C -2.3008 -1.7074 0.7749
Te -1.1436 0.0213 0.2307
C -2.7563 1.3081 -0.4313
Si -3.4139 2.4873 0.9488
C -4.8782 3.3101 0.1532
C -3.8579 1.4356 2.4194
C -2.0222 3.6837 1.3221
H -1.1133 -4.4287 -1.9118
H -0.5803 -4.3279 -0.2408
H -0.3559 -2.9480 -1.3709
H -3.7250 -2.9427 -2.7892
H -2.9646 -1.3995 -2.4468
H -4.5101 -1.8157 -1.7065
H -4.0551 -5.0739 -0.3788
H -4.6966 -3.8288 0.6762
H -3.2667 -4.7448 1.1569
H -1.8089 -2.1129 1.6608
H -3.1918 -1.1982 1.1534
H -3.4772 0.5492 -0.7450
H -2.4379 1.8138 -1.3447
H -5.6800 2.6070 -0.0711
H -4.6110 3.8299 -0.7688
H -5.2904 4.0578 0.8344
H -4.6556 0.7274 2.1957
H -4.2214 2.0710 3.2293
H -3.0050 0.8855 2.8296
H -1.9013 4.4244 0.5308
H -1.0673 3.1775 1.4955
H -2.2379 4.2373 2.2368
C 2.9252 4.2859 -0.7302
S 1.4791 3.3340 -0.3131
C 0.3400 3.8303 -1.5855
O 1.8759 1.8405 -0.7264
H 3.2017 4.1295 -1.7713
H 3.7204 4.0174 -0.0376
H 2.6491 5.3289 -0.5510
H -0.0019 4.8271 -1.2958
H -0.5059 3.1462 -1.5545
H 0.8260 3.8495 -2.5589
*
```

Molar mass: 868.438 g mol⁻¹
Energy relative to the best compared isomer or geometry (same formula, charge and spin): 30.84 kJ/mol
HOMO level: -0.70921 hartree
Frontier orbital gap: 6.53 eV
DFT total energy: -2800.536627 a.u.


2.
DFT (ωB97M-V/def2-TZVPD) results for a 6-piece molecular cluster, C17H45NO6 overall in a non-equilibrium geometry.

The geometry in ORCA input format:
```
! wB97M-V def2-TZVPD RIJCOSX def2/J DEFGRID3
* xyz 0 1
C -1.8973 1.3192 -4.4842
C -2.6600 0.1172 -3.8339
O -2.0870 -1.1708 -4.0995
H -2.0676 1.1080 -5.5399
H -0.8352 1.4876 -4.3062
H -2.4279 2.2473 -4.2715
H -3.7137 0.0374 -4.1012
H -2.5415 0.2971 -2.7654
H -1.1365 -1.2862 -4.0301
C -0.4158 -3.3517 -1.0552
C 0.0347 -1.8428 -0.9515
O 1.4547 -1.7137 -1.0763
H -0.1215 -3.8735 -0.1447
H 0.1490 -3.8752 -1.8266
H -1.4906 -3.2300 -1.1904
H -0.3004 -1.4819 0.0208
H -0.3491 -1.2434 -1.7771
H 1.7000 -0.8942 -0.6405
C -5.1222 -5.1578 -1.5873
C -4.7842 -4.1681 -0.3493
O -5.6349 -3.0245 -0.5025
H -6.1686 -5.3396 -1.8323
H -4.5898 -6.0902 -1.3995
H -4.7624 -4.6138 -2.4606
H -3.7663 -3.7797 -0.3163
H -4.9632 -4.5427 0.6585
H -6.0861 -3.0527 0.3444
C -3.6420 0.7280 0.3590
C -3.9906 1.4144 1.6576
O -4.9660 0.8123 2.4646
H -2.8792 -0.0379 0.4996
H -3.2394 1.4746 -0.3255
H -4.5413 0.4146 -0.1713
H -4.4518 2.3707 1.4107
H -3.0383 1.5681 2.1652
H -5.0208 1.3481 3.2593
O 3.2246 -4.3189 -1.3096
H 2.4944 -3.7101 -1.1980
H 2.8290 -5.0999 -1.6966
C 3.1540 1.5428 -0.7414
C 3.7822 1.5373 0.6581
C 4.6288 2.7564 0.8045
C 3.9104 3.9426 1.3218
C 3.1224 3.5803 2.6262
C 2.2700 2.2122 2.5261
N 2.9127 1.1664 1.8170
O 2.0775 0.0313 1.6451
C 2.0721 1.7490 3.9840
C 0.8378 2.4422 2.0590
C 4.7713 0.3239 0.5472
H 2.3662 0.7925 -0.8079
H 3.7976 1.4961 -1.6198
H 2.5833 2.4584 -0.8966
H 5.2703 2.5355 1.6577
H 5.0939 3.1776 -0.0868
H 3.2620 4.1210 0.4639
H 4.6161 4.7495 1.5195
H 2.3942 4.3752 2.7871
H 3.7409 3.6278 3.5224
H 1.6762 0.7360 3.9121
H 3.0311 1.5701 4.4702
H 1.4378 2.2979 4.6801
H 0.2608 1.5297 2.2094
H 0.3249 3.2520 2.5778
H 0.9640 2.7336 1.0163
H 5.6224 0.5879 -0.0805
H 4.1822 -0.5001 0.1446
H 5.0833 -0.0544 1.5206
H 2.5588 -0.6161 2.1656
*
```

Molar mass: 359.548 g mol⁻¹
Energy relative to the best compared isomer or geometry (same formula, charge and spin): 471.65 kJ/mol
HOMO level: -0.31872 hartree
SMILES: CC1(C)CCCC(C)(C)N1O.CCO.CCO.CCO.CCO.O
Frontier orbital gap: 9.17 eV
DFT total energy: -1180.720301 a.u.


3.
DFT (ωB97M-V/def2-TZVPD) results for C17H45O7Zr as an isolated structure in a non-equilibrium geometry.

The geometry in ORCA input format:
```
! wB97M-V def2-TZVPD RIJCOSX def2/J DEFGRID3
* xyz 1 1
Zr 26.9623 -2.2468 17.3710
C 22.8587 -0.6559 16.7809
C 24.1937 -0.1411 16.0870
C 24.3741 1.3068 16.3246
O 25.3147 -1.0002 16.3392
H 22.9332 -0.7050 17.8673
H 22.6391 -1.5911 16.2659
H 22.0230 -0.0492 16.4322
H 24.0472 -0.2336 15.0109
H 24.4706 1.5263 17.3879
H 23.5411 1.8969 15.9423
H 25.1983 1.6668 15.7088
C 25.2960 -1.5496 21.6238
C 25.4327 -1.1102 20.1717
C 25.2133 0.4183 20.1188
O 26.5996 -1.5085 19.4149
H 25.9689 -0.9598 22.2462
H 25.5462 -2.6102 21.6524
H 24.2775 -1.4897 22.0075
H 24.5099 -1.3611 19.6487
H 24.1554 0.4621 20.3775
H 25.2843 0.8580 19.1240
H 25.7488 1.0342 20.8413
C 25.3898 -6.4164 18.3744
C 24.9975 -5.0913 17.7325
C 23.7060 -4.5388 18.3893
O 25.9694 -4.1353 17.8131
H 26.2254 -6.9064 17.8746
H 24.5035 -6.9897 18.1026
H 25.4285 -6.4165 19.4637
H 24.8342 -5.2912 16.6735
H 23.3115 -3.7798 17.7137
H 23.8654 -3.9667 19.3034
H 23.0968 -5.3939 18.6822
C 29.0825 -9.2157 15.8404
C 27.8998 -9.7395 16.6057
O 27.5819 -11.0283 16.1385
H 30.0500 -9.6709 16.0522
H 29.3874 -8.1966 16.0782
H 28.8448 -9.1265 14.7804
H 27.0139 -9.1160 16.4853
H 28.1885 -9.7587 17.6566
H 27.0069 -10.8873 15.3828
C 24.3431 -9.0013 20.2755
C 25.8791 -9.1495 20.4748
O 26.0758 -10.5580 20.7959
H 24.0954 -9.6816 19.4607
H 23.8697 -8.0246 20.1749
H 23.7202 -9.4000 21.0762
H 26.1887 -8.6395 21.3870
H 26.4333 -8.7313 19.6345
H 26.0864 -11.1239 20.0206
C 21.4741 -5.8244 14.9234
C 20.2529 -4.8496 15.0872
O 19.4389 -5.0647 13.8361
H 22.1514 -5.4466 14.1575
H 21.0506 -6.8069 14.7152
H 22.0755 -5.7673 15.8307
H 20.4448 -3.8148 15.3709
H 19.6673 -5.3433 15.8627
H 20.0706 -5.0029 13.1159
C 29.6335 -5.1848 19.2735
C 28.8940 -3.8185 19.4138
O 28.8082 -3.1559 18.1966
H 30.1356 -5.4219 20.2115
H 30.4642 -5.2977 18.5769
H 29.0218 -6.0680 19.0896
H 29.5053 -3.2036 20.0744
H 27.9047 -3.8139 19.8713
H 29.7247 -3.1121 17.9140
*
```

Molar mass: 452.764 g mol⁻¹
HOMO level: -0.44624 hartree
Frontier orbital gap: 6.67 eV
DFT total energy: -1248.082318 a.u.


Question: The lowest molar mass belongs to which entry?
Answer: C17H45NO6


Question: What is the formula in the third record?
Answer: C17H45O7Zr


Copy entry 2 word for word.
DFT (ωB97M-V/def2-TZVPD) results for a 6-piece molecular cluster, C17H45NO6 overall in a non-equilibrium geometry.

The geometry in ORCA input format:
```
! wB97M-V def2-TZVPD RIJCOSX def2/J DEFGRID3
* xyz 0 1
C -1.8973 1.3192 -4.4842
C -2.6600 0.1172 -3.8339
O -2.0870 -1.1708 -4.0995
H -2.0676 1.1080 -5.5399
H -0.8352 1.4876 -4.3062
H -2.4279 2.2473 -4.2715
H -3.7137 0.0374 -4.1012
H -2.5415 0.2971 -2.7654
H -1.1365 -1.2862 -4.0301
C -0.4158 -3.3517 -1.0552
C 0.0347 -1.8428 -0.9515
O 1.4547 -1.7137 -1.0763
H -0.1215 -3.8735 -0.1447
H 0.1490 -3.8752 -1.8266
H -1.4906 -3.2300 -1.1904
H -0.3004 -1.4819 0.0208
H -0.3491 -1.2434 -1.7771
H 1.7000 -0.8942 -0.6405
C -5.1222 -5.1578 -1.5873
C -4.7842 -4.1681 -0.3493
O -5.6349 -3.0245 -0.5025
H -6.1686 -5.3396 -1.8323
H -4.5898 -6.0902 -1.3995
H -4.7624 -4.6138 -2.4606
H -3.7663 -3.7797 -0.3163
H -4.9632 -4.5427 0.6585
H -6.0861 -3.0527 0.3444
C -3.6420 0.7280 0.3590
C -3.9906 1.4144 1.6576
O -4.9660 0.8123 2.4646
H -2.8792 -0.0379 0.4996
H -3.2394 1.4746 -0.3255
H -4.5413 0.4146 -0.1713
H -4.4518 2.3707 1.4107
H -3.0383 1.5681 2.1652
H -5.0208 1.3481 3.2593
O 3.2246 -4.3189 -1.3096
H 2.4944 -3.7101 -1.1980
H 2.8290 -5.0999 -1.6966
C 3.1540 1.5428 -0.7414
C 3.7822 1.5373 0.6581
C 4.6288 2.7564 0.8045
C 3.9104 3.9426 1.3218
C 3.1224 3.5803 2.6262
C 2.2700 2.2122 2.5261
N 2.9127 1.1664 1.8170
O 2.0775 0.0313 1.6451
C 2.0721 1.7490 3.9840
C 0.8378 2.4422 2.0590
C 4.7713 0.3239 0.5472
H 2.3662 0.7925 -0.8079
H 3.7976 1.4961 -1.6198
H 2.5833 2.4584 -0.8966
H 5.2703 2.5355 1.6577
H 5.0939 3.1776 -0.0868
H 3.2620 4.1210 0.4639
H 4.6161 4.7495 1.5195
H 2.3942 4.3752 2.7871
H 3.7409 3.6278 3.5224
H 1.6762 0.7360 3.9121
H 3.0311 1.5701 4.4702
H 1.4378 2.2979 4.6801
H 0.2608 1.5297 2.2094
H 0.3249 3.2520 2.5778
H 0.9640 2.7336 1.0163
H 5.6224 0.5879 -0.0805
H 4.1822 -0.5001 0.1446
H 5.0833 -0.0544 1.5206
H 2.5588 -0.6161 2.1656
*
```

Molar mass: 359.548 g mol⁻¹
Energy relative to the best compared isomer or geometry (same formula, charge and spin): 471.65 kJ/mol
HOMO level: -0.31872 hartree
SMILES: CC1(C)CCCC(C)(C)N1O.CCO.CCO.CCO.CCO.O
Frontier orbital gap: 9.17 eV
DFT total energy: -1180.720301 a.u.